i | # C3H4NO3

A gas-phase ion, C3H4NO3 (charge -1) (ωB97M-V/def2-TZVPD, the Open Molecules 2025 dataset).

## Properties
SMILES string: C[C@@]1(C(=O)[O-])NO1
molar mass: 102.07 g mol⁻¹
orbital gap: 0.29712 hartree
total charge: -1
HOMO energy: -3.8 eV

XYZ file:
```
11
C3H4NO3 ωB97M-V/def2-TZVPD
C 1.65 -0.32 0.02
C -0.11 0.31 0.18
C -1.20 -0.71 0.13
N -0.23 1.52 -0.58
O 1.77 -1.46 0.30
O 2.30 0.61 -0.48
O -0.24 1.55 0.92
H -0.91 -1.62 -0.47
H -2.20 -0.50 -0.42
H -1.59 -1.05 1.15
H 0.75 1.67 -0.75
```



ii | # C3H4NO3

A molecular structure, C3H4NO3 (ωB97M-V/def2-TZVPD, the Open Molecules 2025 dataset).

## Properties
molar mass: 102.07 g mol⁻¹
orbital gap: 0.27611 hartree
total charge: -1
HOMO energy: -3.8 eV

XYZ file:
```
11
C3H4NO3 ωB97M-V/def2-TZVPD
C 2.56 -1.87 0.06
C 1.56 -2.78 -0.68
C -0.69 -0.27 -0.69
N 0.06 0.62 -0.25
O 2.08 -0.87 0.50
O 3.80 -2.22 0.08
O 1.24 -2.58 -1.89
H 1.86 -3.80 -0.44
H -0.35 -1.33 -0.54
H -1.32 -0.18 -1.45
H 1.17 -0.12 0.05
```



The structure with the least stability is ii.



i | # C42H58F5N5O7PS4SbSeSiTeTi

A molecular structure, C42H58F5N5O7PS4SbSeSiTeTi (ωB97M-V/def2-TZVPD, the Open Molecules 2025 dataset).

## Properties
molar mass: 1403.46 g mol⁻¹
orbital gap: 0.20939 hartree
total charge: -2
HOMO energy: -2.6 eV

XYZ file:
```
127
C42H58F5N5O7PS4SbSeSiTeTi ωB97M-V/def2-TZVPD
Ti -0.34 0.53 -1.35
Se 0.24 6.80 4.30
N -1.13 5.69 3.93
C -0.61 4.61 3.42
C -1.39 3.45 3.02
C -2.79 3.42 3.10
C -3.45 2.27 2.76
C -2.69 1.14 2.43
N -1.37 1.15 2.35
C -0.73 2.30 2.57
C 0.72 2.34 2.28
N 1.24 1.32 1.58
C 2.53 1.35 1.30
C 3.39 2.38 1.70
C 2.86 3.44 2.39
C 1.49 3.44 2.67
C 0.84 4.59 3.29
N 1.47 5.65 3.71
H -3.32 4.32 3.41
H -4.53 2.21 2.76
H -3.17 0.20 2.22
H 2.91 0.53 0.71
H 4.44 2.33 1.43
H 3.46 4.29 2.69
S -0.92 -4.80 -1.44
Sb -1.15 -2.69 -2.26
S -2.08 -1.21 -0.20
S 0.89 -1.55 -1.67
C -4.37 -0.43 4.89
C -3.47 -1.63 5.14
C -4.32 -2.87 5.39
C -2.57 -1.37 6.34
O -2.60 -1.77 4.01
Si -2.77 -2.70 2.66
S -1.14 -2.20 1.37
O -4.24 -2.36 2.05
C -5.14 -3.07 1.17
C -4.40 -4.03 0.25
C -6.12 -3.83 2.06
C -5.86 -1.99 0.37
O -2.76 -4.29 3.07
C -1.69 -5.21 3.32
C -1.39 -5.95 2.02
C -2.22 -6.18 4.38
C -0.46 -4.49 3.84
H -5.05 -0.27 5.73
H -4.96 -0.59 3.98
H -3.77 0.47 4.75
H -4.95 -2.71 6.27
H -3.70 -3.74 5.55
H -4.97 -3.07 4.53
H -3.17 -1.17 7.23
H -1.94 -0.50 6.14
H -1.93 -2.23 6.53
H -3.82 -4.75 0.82
H -3.73 -3.49 -0.41
H -5.12 -4.57 -0.36
H -5.57 -4.56 2.67
H -6.85 -4.36 1.45
H -6.65 -3.14 2.72
H -5.13 -1.42 -0.21
H -6.37 -1.30 1.04
H -6.58 -2.43 -0.31
H -2.28 -6.47 1.67
H -0.60 -6.68 2.18
H -1.08 -5.25 1.24
H -3.16 -6.62 4.04
H -2.39 -5.67 5.32
H -1.49 -6.98 4.54
H -0.02 -3.83 3.09
H 0.31 -5.21 4.13
H -0.71 -3.88 4.72
C 2.19 -5.74 0.81
C 2.11 -4.25 0.61
O 2.66 -3.62 1.79
P 2.48 -2.01 1.91
O 4.05 -1.54 2.07
C 5.01 -2.20 2.89
C 5.04 -1.64 4.30
O 2.00 -2.03 3.49
C 1.48 -0.79 3.98
C 1.15 -0.99 5.44
H 1.74 -6.24 -0.05
H 1.65 -6.04 1.70
H 3.23 -6.07 0.91
H 1.07 -3.94 0.47
H 2.66 -3.93 -0.27
H 5.98 -2.04 2.41
H 4.81 -3.27 2.90
H 5.19 -0.56 4.27
H 5.87 -2.08 4.86
H 4.11 -1.85 4.82
H 0.59 -0.51 3.41
H 2.22 0.00 3.87
H 0.39 -1.76 5.56
H 0.76 -0.06 5.87
H 2.04 -1.28 6.00
C 5.16 1.16 -3.41
C 4.63 0.31 -2.45
C 3.34 0.47 -1.97
C 2.51 1.49 -2.45
C 3.05 2.34 -3.43
C 4.35 2.18 -3.89
N 1.21 1.67 -1.97
C 0.76 3.03 -2.06
C 1.32 3.99 -1.21
C 0.87 5.29 -1.23
C -0.16 5.67 -2.09
C -0.73 4.72 -2.93
C -0.27 3.40 -2.92
H 6.17 1.03 -3.77
H 5.24 -0.50 -2.05
H 2.97 -0.22 -1.23
H 2.45 3.14 -3.83
H 4.73 2.86 -4.65
H 2.11 3.68 -0.54
H 1.31 6.02 -0.56
H -0.53 6.68 -2.09
H -1.55 4.98 -3.58
H -0.73 2.66 -3.56
F -0.91 1.82 -0.24
Te -3.55 0.46 -2.97
F -3.17 2.01 -3.96
F -3.72 1.76 -1.52
F -3.37 -0.35 -4.74
F -5.41 0.84 -3.40
O -1.45 0.48 -2.69
```



ii | # C42H58F5N5O7PS4SbSeSiTeTi

A molecular structure, C42H58F5N5O7PS4SbSeSiTeTi (ωB97M-V/def2-TZVPD, the Open Molecules 2025 dataset).

## Properties
molar mass: 1403.46 g mol⁻¹
orbital gap: 0.20624 hartree
total charge: -2
HOMO energy: -2.3 eV

XYZ file:
```
127
C42H58F5N5O7PS4SbSeSiTeTi ωB97M-V/def2-TZVPD
Ti 2.37 1.66 -0.61
Se 8.20 -2.09 4.14
N 8.32 -1.61 2.42
C 7.15 -1.17 2.07
C 6.82 -0.68 0.74
C 7.75 -0.69 -0.30
C 7.36 -0.26 -1.54
C 6.04 0.16 -1.71
N 5.17 0.20 -0.72
C 5.53 -0.21 0.48
C 4.49 -0.21 1.51
N 3.25 0.26 1.20
C 2.31 0.15 2.13
C 2.52 -0.33 3.42
C 3.78 -0.73 3.76
C 4.78 -0.69 2.79
C 6.12 -1.17 3.10
N 6.48 -1.62 4.27
H 8.75 -1.06 -0.11
H 8.04 -0.25 -2.38
H 5.68 0.48 -2.68
H 1.32 0.48 1.85
H 1.69 -0.38 4.11
H 4.02 -1.11 4.74
S 4.13 -3.30 0.30
Sb 2.23 -2.83 -0.91
S 2.16 -0.54 -1.73
S 0.67 -2.58 1.09
C -1.98 -0.41 3.37
C -2.53 -1.82 3.58
C -3.86 -1.76 4.32
C -1.52 -2.68 4.34
O -2.79 -2.50 2.35
Si -2.57 -2.16 0.76
S -0.72 -1.30 0.23
O -3.53 -0.97 0.19
C -4.92 -0.73 -0.01
C -5.11 -0.45 -1.50
C -5.75 -1.94 0.42
C -5.30 0.49 0.82
O -2.94 -3.56 0.00
C -2.95 -4.94 0.35
C -2.97 -5.69 -0.98
C -4.21 -5.24 1.15
C -1.71 -5.32 1.14
H -1.88 0.09 4.34
H -2.65 0.18 2.75
H -1.00 -0.44 2.89
H -3.73 -1.32 5.31
H -4.27 -2.77 4.43
H -4.58 -1.16 3.76
H -1.25 -2.20 5.29
H -0.62 -2.80 3.74
H -1.95 -3.66 4.55
H -5.03 -1.37 -2.08
H -4.33 0.23 -1.84
H -6.09 0.00 -1.69
H -5.48 -2.81 -0.17
H -6.82 -1.73 0.27
H -5.59 -2.17 1.48
H -4.76 1.37 0.46
H -5.03 0.33 1.87
H -6.37 0.68 0.75
H -3.83 -5.37 -1.57
H -3.04 -6.76 -0.81
H -2.07 -5.47 -1.54
H -5.10 -5.06 0.55
H -4.24 -4.60 2.04
H -4.21 -6.28 1.47
H -0.80 -5.05 0.59
H -1.70 -6.40 1.31
H -1.69 -4.81 2.10
C -2.01 4.10 -3.82
C -1.84 3.11 -2.69
O -2.10 1.78 -3.15
P -0.85 0.71 -3.01
O -1.79 -0.54 -3.56
C -1.14 -1.81 -3.60
C -2.18 -2.90 -3.49
O 0.08 1.07 -4.32
C -0.38 0.80 -5.66
C -0.10 1.94 -6.62
H -1.89 5.12 -3.44
H -2.99 4.00 -4.28
H -1.24 3.93 -4.59
H -2.55 3.32 -1.89
H -0.84 3.18 -2.27
H -0.41 -1.88 -2.79
H -0.59 -1.90 -4.54
H -2.60 -2.93 -2.48
H -1.74 -3.87 -3.71
H -3.00 -2.72 -4.20
H -1.44 0.57 -5.64
H 0.16 -0.09 -6.00
H -0.58 2.86 -6.29
H -0.50 1.66 -7.60
H 0.97 2.11 -6.71
C 4.44 5.73 2.06
C 4.61 4.43 2.52
C 3.69 3.45 2.19
C 2.59 3.74 1.39
C 2.43 5.05 0.93
C 3.34 6.03 1.26
N 1.68 2.72 0.98
C 0.34 2.89 1.27
C -0.14 3.72 2.30
C -1.50 3.80 2.58
C -2.43 3.06 1.86
C -1.96 2.22 0.85
C -0.61 2.13 0.57
H 5.16 6.50 2.31
H 5.47 4.18 3.13
H 3.82 2.43 2.55
H 1.59 5.27 0.28
H 3.21 7.04 0.88
H 0.56 4.31 2.88
H -1.83 4.45 3.38
H -3.49 3.13 2.08
H -2.65 1.61 0.27
H -0.29 1.47 -0.23
F 1.57 3.45 -4.68
Te 2.83 2.43 -3.77
F 3.11 4.12 -2.87
F 2.78 1.33 -5.43
F 3.93 2.52 -0.76
F 4.27 3.22 -4.78
O 1.43 2.38 -1.84
```



The structure with the least stability is ii.



i | # ClNO2S

A single ClNO2S molecule (ωB97M-V/def2-TZVPD, the Open Molecules 2025 dataset).

## Properties
SMILES string: O=S(=O)=NCl
molar mass: 113.53 g mol⁻¹
orbital gap: 0.35615 hartree
HOMO energy: -11.5 eV

XYZ file:
```
5
ClNO2S ωB97M-V/def2-TZVPD
N -0.10 -0.31 -0.94
O -0.64 -1.32 1.21
O 0.25 0.95 1.44
S -0.07 -0.16 0.58
Cl 0.56 0.85 -2.29
```



ii | # ClNO2S

A molecular structure, ClNO2S (ωB97M-V/def2-TZVPD, the Open Molecules 2025 dataset).

## Properties
molar mass: 113.53 g mol⁻¹
orbital gap (alpha / beta): 0.31595 / 0.31592 hartree
HOMO energy (alpha / beta): -10.0 / -10.0 eV

XYZ file:
```
5
ClNO2S ωB97M-V/def2-TZVPD
N -0.44 0.02 -0.33
O 1.05 -0.06 -0.15
O -0.88 0.24 0.73
S -1.02 -0.69 -1.60
Cl 1.28 0.48 1.35
```



The structure with the least stability is ii.